No. 1
55
Properties=species:S:1:pos:R:3:nbo_charge:R:1 method="wB97M-V/def2-TZVPD" homo_lumo_gap_ha="0.169 / 0.166" total_charge=+1 e_homo_ev="-11.53 / -11.53" total_energy_ha=-2135.63988 lumo_ev="-6.924 / -7.014" multiplicity=4
V -0.2920 -3.1866 -1.2398 1.628
O -0.2691 -1.3193 -0.5048 -1.148
H -0.3434 -0.4399 -0.0858 0.521
C -0.7015 0.4394 -3.5985 -0.250
O -0.0991 -0.2382 -4.6850 -0.525
C 0.9845 0.3082 -5.2979 0.984
O 1.4922 1.3928 -4.9922 -0.634
O 1.4650 -0.5010 -6.2783 -0.508
C 2.6952 -0.1380 -6.9336 -0.254
H -0.9748 1.4662 -3.8412 0.227
H 0.0267 0.3269 -2.7953 0.175
H -1.6172 -0.0325 -3.2424 0.180
H 3.0984 -0.9665 -7.5159 0.205
H 3.4718 0.1692 -6.2332 0.199
H 2.4634 0.6902 -7.6033 0.200
C 1.5497 -1.0778 3.1578 -0.736
C 1.8042 0.4017 3.4559 0.594
O 2.8624 0.9250 3.1722 -0.528
C 0.6869 1.1190 4.2025 -0.716
H 0.7287 -1.2724 2.4677 0.206
H 1.2934 -1.6099 4.0739 0.242
H 2.4655 -1.6074 2.8952 0.241
H 1.0238 2.1435 4.3604 0.239
H 0.4290 0.6483 5.1513 0.245
H -0.1583 1.1087 3.5143 0.211
C -4.0495 -1.8093 4.5344 -0.723
C -2.7673 -1.8816 3.6817 0.614
O -1.6710 -1.7951 4.1697 -0.536
C -2.9838 -2.1427 2.1785 -0.743
H -3.8435 -1.3372 5.4950 0.245
H -4.4443 -2.8218 4.6185 0.242
H -4.7130 -1.0971 4.0438 0.224
H -1.9588 -2.0005 1.8359 0.214
H -3.6114 -1.3721 1.7310 0.232
H -3.3379 -3.1593 2.0071 0.234
C -3.3353 0.5700 -0.4545 -0.737
C -2.4898 1.8208 -0.2538 0.585
O -2.1297 2.5663 -1.1875 -0.525
C -1.7613 1.9679 1.0949 -0.719
H -3.5126 0.5331 -1.5294 0.239
H -4.2837 0.7343 0.0570 0.246
H -2.8768 -0.3844 -0.1960 0.220
H -1.0888 1.1442 1.3344 0.205
H -2.5363 1.9712 1.8613 0.230
H -1.2315 2.9191 1.1453 0.255
C 2.9974 -0.0722 -1.6976 -0.716
C 3.8150 0.1955 -0.4673 0.586
O 4.3822 -0.6814 0.2129 -0.538
C 3.7806 1.6405 -0.0331 -0.726
H 1.9600 0.2281 -1.5498 0.218
H 2.9233 -1.1318 -1.9423 0.202
H 3.3874 0.5396 -2.5110 0.254
H 4.1856 2.3121 -0.7901 0.235
H 4.3536 1.8212 0.8764 0.258
H 2.7555 1.9729 0.1306 0.227

---

No. 2
15
Properties=species:S:1:pos:R:3:nbo_charge:R:1 method="wB97M-V/def2-TZVPD" homo_lumo_gap_ha=0.386 e_homo_ev=-9.53 smiles="C=C(Cl)CCC" total_energy_ha=-656.07431 lumo_ev=0.962
C -0.6281 1.1216 -1.7934 -0.616
C 0.5588 1.4200 -0.8955 -0.408
C 0.2406 1.1189 0.5389 -0.452
C -0.2718 -0.2714 0.7604 -0.002
C -1.4777 -0.4609 1.2839 -0.432
H -1.5223 1.6606 -1.4166 0.200
H -0.5191 1.3391 -2.8561 0.219
H -0.8513 0.0239 -1.7405 0.211
H 1.4288 0.7455 -1.1987 0.213
H 0.8511 2.5198 -0.9428 0.211
H 1.1084 1.2199 1.2996 0.224
H -0.5451 1.8206 0.8873 0.212
H -1.8250 -1.4541 1.5486 0.215
H -1.9386 0.4418 1.7081 0.211
Cl 0.7813 -1.5227 0.1968 -0.006

---

No. 3
16
Properties=species:S:1:pos:R:3:nbo_charge:R:1 method="wB97M-V/def2-TZVPD" homo_lumo_gap_ha=0.395 total_charge=+1 e_homo_ev=-13.99 smiles=N[C@@H]1C[C@]1(N)[NH3+] total_energy_ha=-284.27126 lumo_ev=-3.245
C -0.0545 1.1107 -0.8598 -0.430
C -0.6510 0.7184 0.3980 -0.086
C 0.6798 0.0461 -0.0408 0.253
N -1.7410 -0.1903 0.3771 -0.858
N 1.9598 0.2149 0.5492 -0.859
N 0.3655 -1.5015 -0.3207 -0.709
H -0.5630 0.7340 -1.7953 0.260
H 0.4562 2.1233 -0.7865 0.268
H -0.6782 1.4527 1.2910 0.226
H -2.6412 0.2445 0.2314 0.398
H -1.7738 -0.5192 1.3174 0.370
H 1.9814 0.0010 1.5661 0.417
H 2.4465 0.9075 -0.0187 0.428
H 0.8332 -1.8230 0.5078 0.429
H 0.7251 -2.0531 -1.1060 0.440
H -0.5958 -1.7131 -0.3011 0.452

---

No. 4
15
Properties=species:S:1:pos:R:3:nbo_charge:R:1 method="wB97M-V/def2-TZVPD" homo_lumo_gap_ha=0.388 e_homo_ev=-9.73 smiles="C#C[C@]1(C=O)CCN1" total_energy_ha=-362.65902 lumo_ev=0.838
C 0.9702 1.2868 1.0615 0.447
C 0.3309 0.1383 0.2397 -0.043
C -1.2204 -0.0757 0.3612 -0.415
C -1.2056 0.4500 -1.1175 -0.200
C 1.0962 -1.2199 0.3641 -0.042
C 1.4937 -2.3008 0.6702 -0.205
H 0.8191 2.2991 0.6193 0.126
H -1.6912 0.8053 0.8765 0.217
H -1.6763 -1.0202 0.4703 0.237
H -1.4123 -0.4271 -1.8441 0.164
H -1.8040 1.3297 -1.4709 0.187
H 0.5136 0.1424 -1.8098 0.364
H 1.8769 -3.2956 0.8388 0.243
N 0.1456 0.7852 -1.1495 -0.602
O 1.7638 1.1024 1.8901 -0.478

---

No. 5
19
Properties=species:S:1:pos:R:3:nbo_charge:R:1 method="wB97M-V/def2-TZVPD" homo_lumo_gap_ha=0.407 total_charge=+1 e_homo_ev=-14.63 smiles=C[C@H]([NH3+])N1N[C@@H]1C total_energy_ha=-323.51875 lumo_ev=-3.562
C 0.0609 1.4332 -0.1435 0.075
C 0.6824 2.4883 -0.9098 -0.645
C 0.6202 -2.2848 0.0141 -0.645
C 0.2469 -0.9434 0.5971 0.077
N 0.4066 0.0461 -0.4091 -0.291
N -1.2143 -1.0143 1.1640 -0.731
N -1.0619 0.8035 -0.6548 -0.483
H 0.0750 1.6385 0.9315 0.167
H 0.6077 2.2905 -2.0122 0.227
H 1.7512 2.7329 -0.7103 0.254
H 0.0970 3.3598 -0.7552 0.242
H 0.5677 -3.2075 0.6730 0.245
H -0.1935 -2.4855 -0.7693 0.215
H 1.5695 -2.0181 -0.4948 0.273
H 1.1362 -0.6832 1.2812 0.241
H -1.8626 -1.0459 0.3221 0.489
H -1.1777 -1.8614 1.7328 0.444
H -1.2670 -0.1216 1.8078 0.468
H -1.0445 0.8727 -1.6647 0.379

---

No. 6
53
Properties=species:S:1:pos:R:3:nbo_charge:R:1 method="wB97M-V/def2-TZVPD" homo_lumo_gap_ha="0.233 / 0.233" e_homo_ev="-7.70 / -7.69" total_energy_ha=-2057.45349 lumo_ev="-1.353 / -1.351"
Pt -0.4464 -0.4731 0.0628 0.710
C -0.2513 0.8416 4.5427 -0.402
N -1.5027 0.8589 3.8006 -0.336
C -2.5272 1.7590 3.9816 -0.072
C -3.5214 1.3833 3.1431 -0.050
N -3.1152 0.2608 2.4611 -0.480
B -4.0254 -0.5691 1.4899 0.172
N -3.9288 0.0477 0.0397 -0.460
C -4.6376 1.1503 -0.3635 -0.043
C -4.2974 1.4394 -1.6414 -0.074
N -3.3654 0.5017 -2.0148 -0.339
C -2.6894 0.4502 -3.2999 -0.401
C -3.1479 -0.3363 -0.9786 0.272
S -2.0476 -1.6893 -1.0658 -0.154
C -1.8718 -0.0328 2.8634 0.274
S -0.8550 -1.3043 2.2790 -0.136
H -0.1454 1.7876 5.0647 0.231
H 0.5799 0.7184 3.8541 0.234
H -0.2502 0.0170 5.2535 0.214
H -2.4498 2.5698 4.6811 0.231
H -4.4984 1.8045 2.9986 0.228
H -3.6589 -1.7029 1.4532 -0.009
H -5.1640 -0.4146 1.8565 -0.048
H -5.3412 1.6290 0.2908 0.233
H -4.6291 2.2109 -2.3105 0.228
H -3.0819 1.2548 -3.9162 0.215
H -2.8710 -0.5064 -3.7847 0.225
H -1.6173 0.5830 -3.1606 0.224
N 0.7203 1.0770 0.7093 -0.557
C 1.6535 1.4898 1.2741 0.468
C 2.7385 2.0224 1.9246 -0.570
C 2.5545 2.5320 3.2328 0.308
N 2.3804 2.9617 4.2878 -0.371
C 4.0042 1.9887 1.2914 0.302
N 5.0356 1.9548 0.7795 -0.358
C 3.3745 -2.9800 -2.4638 -0.637
C 3.2135 -1.4580 -2.4835 0.089
C 3.3322 -0.9448 -3.9146 -0.609
C 4.2634 -0.7906 -1.6026 -0.626
N 1.8690 -1.0202 -2.0305 -0.468
N 1.4662 -1.5158 -0.7443 -0.695
H 4.3429 -3.2657 -2.8732 0.225
H 2.6013 -3.4630 -3.0661 0.207
H 3.3296 -3.3856 -1.4512 0.204
H 4.3290 -1.1440 -4.3065 0.218
H 3.1538 0.1292 -3.9499 0.225
H 2.6115 -1.4384 -4.5703 0.202
H 5.2590 -0.9599 -2.0122 0.222
H 4.2764 -1.1913 -0.5863 0.203
H 4.0984 0.2837 -1.5434 0.237
H 1.1657 -1.3574 -2.6824 0.351
H 2.1688 -1.2297 -0.0699 0.383
H 1.4155 -2.5341 -0.7295 0.361

---

No. 7
58
Properties=species:S:1:pos:R:3:nbo_charge:R:1 method="wB97M-V/def2-TZVPD" homo_lumo_gap_ha=0.320 total_charge=-1 e_homo_ev=-5.55 total_energy_ha=-1342.21641 lumo_ev=3.142
O -0.9643 -0.1332 -0.3539 -1.015
H -0.1579 0.2416 0.0506 0.595
C 1.4517 0.6872 2.2475 -0.349
O 2.3433 -0.4282 1.9913 -0.782
H 0.5280 0.3152 2.6909 0.214
H 1.7765 1.4510 2.9541 0.174
H 1.0828 1.1479 1.3311 0.211
H 2.0172 -0.8459 1.1908 0.508
C -1.1420 2.1463 1.4522 -0.099
C -1.8355 2.4102 0.0770 -0.111
O -0.9970 1.9585 -0.9385 -0.697
O -1.1570 0.7505 1.7508 -0.777
H -1.6381 2.6656 2.2721 0.171
H -0.1104 2.4710 1.5878 0.179
H -1.9870 3.4709 -0.1231 0.174
H -2.7809 1.8680 0.0954 0.200
H -1.0494 1.0000 -0.9529 0.401
H -0.9100 0.1453 1.0478 0.467
C 0.4854 -1.7247 -2.2110 -0.107
C 0.3943 -0.3490 -2.7836 -0.114
O 0.6448 0.5440 -1.7092 -0.691
O -0.6658 -1.9506 -1.4561 -0.763
H 1.3545 -1.8889 -1.5738 0.173
H 0.7557 -2.4657 -2.9632 0.172
H -0.5474 -0.2313 -3.3197 0.191
H 1.1713 -0.0959 -3.5050 0.194
H 0.0102 0.3407 -1.0181 0.442
H -0.9705 -1.1505 -1.0218 0.464
C 4.0091 1.6478 -1.3041 -0.084
C 2.8708 0.8810 -0.5066 -0.128
O 1.6552 1.5649 -0.4355 -0.756
O 3.7124 1.7870 -2.6647 -0.739
H 5.0356 1.3009 -1.1859 0.168
H 4.1353 2.6268 -0.8418 0.148
H 3.1344 0.7964 0.5477 0.206
H 2.6391 -0.1227 -0.8632 0.149
H 1.0458 1.2082 -1.0859 0.441
H 2.8919 2.2709 -2.7840 0.473
C 0.0016 -2.2776 1.5641 -0.127
C -0.3282 -1.6208 2.9117 -0.122
O 0.8239 -1.4312 3.7299 -0.779
O 0.5827 -1.2612 0.7651 -0.781
H -0.8997 -2.7723 1.2020 0.249
H 0.7924 -3.0009 1.7630 0.170
H -1.1332 -2.2372 3.3119 0.161
H -0.7644 -0.6352 2.7487 0.213
H 1.4942 -0.9967 3.1974 0.490
H -0.0447 -0.8291 0.1809 0.434
C -3.4228 -1.3792 -0.0703 -0.095
C -3.1129 -0.8759 -1.4742 -0.161
O -2.5793 0.4727 -1.4176 -0.729
O -2.1454 -1.6628 0.4617 -0.784
H -4.0829 -2.2460 -0.0398 0.171
H -3.7220 -0.5337 0.5493 0.173
H -3.9963 -0.8524 -2.1124 0.163
H -2.4949 -1.5584 -2.0576 0.212
H -1.6795 0.3689 -1.0994 0.390
H -1.5209 -0.9823 0.2000 0.448

---

No. 8
76
Properties=species:S:1:pos:R:3:mulliken_charge:R:1 method="wB97M-V/def2-TZVPD" homo_lumo_gap_ha=0.279 total_charge=+1 e_homo_ev=-11.21 total_energy_ha=-3884.34152 lumo_ev=-3.613
C 4.8262 -0.4329 1.2251 -0.401
O 4.9921 0.9608 1.4767 -0.395
C 4.0686 1.5013 2.3838 -0.547
C 3.5398 2.8070 1.8024 -1.153
C 2.7659 2.6414 0.4843 -0.619
C 1.2315 2.4703 0.5913 1.646
C 0.8111 1.1597 -0.1316 -1.138
C 1.4631 -0.1152 0.4769 0.417
C 0.5250 -1.3296 0.5066 -1.297
Br -0.0007 -1.7966 -1.3327 -0.194
C 0.6319 2.6342 1.9498 -0.613
N -0.4041 3.3981 1.9834 0.725
N -1.0105 3.6875 3.2151 -1.033
C -0.8159 3.9289 0.6520 -0.004
C -2.1290 3.3375 0.0560 -1.128
C -3.1274 2.7070 1.0517 -1.311
C -4.0711 1.6513 0.4062 0.613
C -3.4424 0.2564 0.5938 -0.635
C -5.4320 1.6809 1.1408 -1.603
C 0.4990 3.6673 -0.1379 -1.588
H 5.3170 -1.0331 1.9966 0.375
H 5.2681 -0.6394 0.2474 0.283
H 3.7603 -0.7045 1.1815 0.054
H 4.5883 1.7338 3.3288 0.430
H 3.2705 0.7829 2.6315 0.302
H 2.9801 3.3498 2.5772 0.470
H 4.4260 3.4230 1.5933 0.455
H 3.1995 1.7834 -0.0486 0.356
H 2.9742 3.5243 -0.1313 0.561
H -0.2773 1.0463 -0.1739 0.077
H 1.1550 1.3034 -1.1626 0.422
H 1.8540 0.0852 1.4838 -0.276
H 2.3027 -0.4169 -0.1649 0.052
H 1.0190 -2.2245 0.8936 0.552
H -0.4016 -1.1568 1.0587 0.551
H 1.0520 2.1730 2.8418 0.628
H -2.0039 3.8345 3.0703 0.259
H -0.6294 4.5641 3.5651 0.283
H -0.9490 5.0127 0.7684 0.600
H -1.9071 2.6134 -0.7368 0.590
H -2.6389 4.1751 -0.4372 0.364
H -2.6213 2.2016 1.8825 0.717
H -3.7630 3.5043 1.4628 0.385
H -4.2071 1.8576 -0.6572 0.458
H -3.6297 -0.0646 1.6305 0.423
H -2.3495 0.3320 0.4942 -0.517
H -3.8397 -0.4701 -0.1166 0.424
H -5.8717 0.6803 1.1589 0.379
H -5.2632 1.9638 2.1908 0.397
H -6.1281 2.3999 0.7018 0.371
H 0.3230 3.4628 -1.1997 0.431
H 1.0995 4.5799 -0.0514 0.501
C -5.2442 -1.8295 -2.5915 0.106
O -5.0440 -1.2380 -1.5409 -0.619
N -4.5577 -2.9139 -2.9932 0.118
C -4.8181 -3.5701 -4.2604 -0.918
C -3.5168 -3.4370 -2.1223 -0.690
H -6.0171 -1.5107 -3.3106 0.253
H -5.1174 -4.6068 -4.0984 0.338
H -3.9246 -3.5556 -4.8869 0.330
H -5.6199 -3.0537 -4.7838 0.294
H -3.9440 -3.7377 -1.1647 0.285
H -2.7675 -2.6685 -1.9301 0.055
H -3.0490 -4.2954 -2.5975 0.376
C 4.6484 -4.1772 0.2587 0.049
O 4.3210 -3.2398 0.9653 -0.535
N 4.2683 -4.3358 -1.0220 0.138
C 4.6921 -5.4727 -1.8174 -0.952
C 3.4048 -3.3332 -1.6198 -0.761
H 5.2987 -4.9882 0.6226 0.277
H 5.2543 -5.1379 -2.6907 0.338
H 3.8265 -6.0459 -2.1537 0.338
H 5.3292 -6.1212 -1.2202 0.294
H 3.8881 -2.3551 -1.6001 0.228
H 2.4671 -3.2612 -1.0656 0.179
H 3.1916 -3.6079 -2.6497 0.381